{"formula": "C54H63F12N5O8", "method": "ωB97M-V/def2-TZVPD", "fmax_ev_per_a": 2.29, "charge": 0, "multiplicity": 1, "e_above_lowest_kcal_mol": 0.0, "elements": ["F", "F", "F", "F", "F", "F", "F", "F", "F", "F", "F", "F", "O", "O", "O", "O", "O", "O", "O", "O", "N", "N", "N", "N", "N", "C", "C", "C", "C", "C", "C", "C", "C", "C", "C", "C", "C", "C", "C", "C", "C", "C", "C", "C", "C", "C", "C", "C", "C", "C", "C", "C", "C", "C", "C", "C", "C", "C", "C", "C", "C", "C", "C", "C", "C", "C", "C", "C", "C", "C", "C", "C", "C", "C", "C", "C", "C", "C", "C", "H", "H", "H", "H", "H", "H", "H", "H", "H", "H", "H", "H", "H", "H", "H", "H", "H", "H", "H", "H", "H", "H", "H", "H", "H", "H", "H", "H", "H", "H", "H", "H", "H", "H", "H", "H", "H", "H", "H", "H", "H", "H", "H", "H", "H", "H", "H", "H", "H", "H", "H", "H", "H", "H", "H", "H", "H", "H", "H", "H", "H", "H", "H"], "coordinates": [[-4.678, -5.711, -1.539], [0.272, -6.053, -1.082], [1.646, 2.538, -6.448], [-5.196, -3.590, -1.785], [-3.695, -4.231, -0.282], [2.948, 4.310, -6.804], [0.407, -1.158, -7.198], [-0.185, 0.926, -7.592], [-1.188, -0.727, -8.568], [-0.355, -7.756, 0.118], [-1.504, -5.965, 0.174], [3.294, 2.855, -5.171], [1.843, 4.421, -3.776], [-2.207, -3.334, -2.237], [0.485, 4.925, -5.474], [-2.565, -1.114, -6.290], [0.802, -4.710, 1.369], [1.136, -6.809, 1.995], [-3.132, -4.730, -3.697], [-1.210, 0.312, -5.230], [3.471, 2.043, 1.616], [-2.840, -0.883, 5.041], [-1.957, -3.311, 2.695], [4.834, -1.102, -1.044], [6.255, 2.626, -1.663], [4.593, -1.692, 1.047], [-0.790, 0.031, 1.361], [2.406, 3.496, -5.911], [-2.198, 1.105, 5.801], [-1.156, -3.736, 4.696], [-0.266, -6.436, 0.057], [1.620, 4.893, -1.431], [-0.800, -3.418, 3.421], [-1.983, 6.256, 3.175], [4.498, 1.592, -2.551], [-3.986, -0.195, 5.351], [-2.785, 5.144, 3.364], [-1.515, 6.651, 1.917], [-4.129, -0.450, 0.946], [6.750, 1.740, -2.585], [-4.107, -0.317, -0.453], [-3.113, 4.367, 2.276], [3.958, -2.644, 0.235], [-5.276, 1.686, 1.074], [4.031, -2.202, -1.066], [-4.191, -4.460, -1.534], [5.172, -0.742, 0.237], [0.221, -0.783, 0.903], [-2.714, 4.772, 0.987], [2.561, 2.861, 2.217], [4.536, 3.114, 3.259], [-0.610, -0.325, -7.441], [-1.261, 1.361, -3.105], [1.464, 4.398, -5.050], [-1.059, -3.089, -3.050], [2.490, -7.608, 3.801], [4.872, 2.509, -1.618], [-3.109, -4.212, -2.618], [-2.057, 0.550, -4.107], [-0.863, 1.323, 0.822], [-3.022, -3.699, 3.459], [-4.724, 0.559, 1.666], [0.954, 4.921, -2.788], [0.048, -2.520, -2.206], [2.006, -6.376, 3.026], [0.048, 1.791, -0.106], [-1.614, -0.388, -6.261], [0.583, -5.874, 1.216], [-5.408, 1.724, -0.316], [3.191, 3.541, 3.240], [1.098, 0.959, -0.506], [-4.855, 0.685, -1.050], [-1.824, 5.823, 0.833], [-1.783, -0.047, 5.176], [1.162, -0.335, -0.049], [5.675, 1.112, -3.152], [4.663, 2.150, 2.277], [-2.548, -3.978, 4.747], [-3.599, 1.069, 5.786], [0.676, 5.972, -2.909], [-1.316, -2.417, -3.870], [1.884, 1.358, -1.141], [4.538, -1.745, 2.124], [-1.704, 6.852, 4.037], [3.265, 1.317, 0.949], [0.195, -3.218, 3.071], [5.332, 3.388, 3.931], [5.124, -0.552, -1.844], [-0.276, -1.626, -1.674], [-0.440, 1.994, -3.430], [-4.964, -0.625, 5.490], [4.269, 3.111, -0.959], [-1.506, -0.213, 2.134], [-1.635, 2.015, 1.138], [7.813, 1.723, -2.756], [-4.753, 0.874, -2.115], [-3.552, -1.155, 1.528], [-4.009, -3.808, 3.044], [1.868, -1.091, -0.362], [-2.022, -3.035, 1.730], [-1.504, 6.230, -0.120], [-2.933, 1.149, -4.373], [-1.539, 1.916, 6.070], [-0.055, 2.825, -0.414], [-0.506, -3.908, 5.541], [-3.053, -4.406, 5.595], [-3.773, 3.514, 2.342], [0.014, 4.365, -2.782], [2.503, -8.477, 3.145], [-5.878, 2.598, -0.747], [-3.166, 4.235, 0.162], [0.315, -1.838, 1.139], [5.756, 0.150, 0.376], [3.482, -7.458, 4.225], [1.978, 3.895, -1.150], [2.929, -5.909, 2.678], [-0.861, 0.655, -2.368], [3.372, -3.484, 0.576], [0.845, 5.102, -0.695], [-3.186, 4.967, 4.353], [-0.814, -0.348, 4.805], [-4.257, 1.848, 6.137], [-0.982, 7.589, 1.882], [-0.755, -4.047, -3.477], [6.837, 3.220, -1.102], [3.676, -2.571, -2.014], [-2.487, -0.360, -3.693], [1.522, 2.881, 1.929], [2.521, 5.499, -1.526], [-1.855, 1.942, -2.393], [3.499, 1.376, -2.893], [5.764, 0.509, -4.046], [2.642, 4.181, 3.911], [1.865, -7.844, 4.664], [5.499, 1.502, 2.082], [1.505, -5.657, 3.673], [-3.751, -1.024, -1.196], [0.963, -2.263, -2.737], [-5.697, 2.452, 1.711], [-4.618, 0.580, 2.748], [-2.849, -1.866, 4.775], [0.309, -3.274, -1.458]]}

{"formula": "C54H64F6O3", "method": "ωB97M-V/def2-TZVPD", "fmax_ev_per_a": 4.51, "charge": 0, "multiplicity": 1, "elements": ["F", "F", "F", "F", "F", "F", "O", "O", "O", "C", "C", "C", "C", "C", "C", "C", "C", "C", "C", "C", "C", "C", "C", "C", "C", "C", "C", "C", "C", "C", "C", "C", "C", "C", "C", "C", "C", "C", "C", "C", "C", "C", "C", "C", "C", "C", "C", "C", "C", "C", "C", "C", "C", "C", "C", "C", "C", "C", "C", "C", "C", "C", "C", "H", "H", "H", "H", "H", "H", "H", "H", "H", "H", "H", "H", "H", "H", "H", "H", "H", "H", "H", "H", "H", "H", "H", "H", "H", "H", "H", "H", "H", "H", "H", "H", "H", "H", "H", "H", "H", "H", "H", "H", "H", "H", "H", "H", "H", "H", "H", "H", "H", "H", "H", "H", "H", "H", "H", "H", "H", "H", "H", "H", "H", "H", "H", "H"], "coordinates": [[7.921, 4.201, 4.409], [-7.488, -0.753, -1.874], [5.254, 7.378, 2.979], [2.595, 7.731, -1.642], [0.342, -4.522, -2.489], [-1.813, 2.349, -0.737], [-2.091, -6.701, -0.370], [-3.816, -5.879, 1.133], [-3.347, -8.089, 1.155], [-0.619, -1.860, -1.322], [5.224, 6.245, 2.260], [4.080, 5.921, 1.546], [-0.004, 5.476, -0.482], [0.739, -7.354, -5.438], [-10.682, -0.494, -3.559], [4.794, 8.576, -1.566], [-2.683, -5.496, -0.987], [4.052, 4.750, 0.796], [6.083, 2.758, 4.731], [7.904, 2.816, 6.316], [0.986, 4.113, -2.211], [-6.026, -3.367, -0.171], [3.266, 8.942, 0.265], [1.849, -2.362, -0.722], [-5.941, -3.183, 1.417], [1.794, -2.279, 0.881], [1.371, -5.229, -4.491], [0.960, 5.292, -1.470], [-5.287, -4.701, -0.721], [0.476, -5.445, -3.457], [-9.346, -0.276, -3.242], [6.041, 1.330, 6.671], [3.698, -3.899, 1.745], [7.266, 1.848, 7.084], [-3.057, -6.994, 0.657], [-3.879, -4.989, -0.027], [7.305, 3.262, 5.148], [5.507, 9.816, 0.372], [-4.951, -2.026, 1.925], [-10.864, -2.058, -1.730], [6.336, 5.419, 2.245], [5.778, 9.286, -0.887], [0.869, -1.260, -1.414], [-3.768, -0.132, 0.401], [-8.780, -0.959, -2.177], [3.548, 8.414, -0.984], [5.162, 3.910, 0.778], [-9.524, -1.849, -1.419], [-0.288, -6.596, -3.396], [0.050, 3.115, -1.959], [-0.907, 3.312, -0.977], [-5.103, -0.618, 1.173], [4.253, 9.643, 0.949], [5.174, -4.057, 1.075], [1.507, -6.192, -5.486], [3.260, -2.344, 1.551], [-0.947, 4.483, -0.238], [5.452, 1.782, 5.495], [6.303, 4.242, 1.504], [-0.161, -7.555, -4.395], [-1.772, -0.719, -1.297], [-11.441, -1.382, -2.802], [-3.054, -1.275, -0.457], [4.500, 1.375, 5.172], [-5.216, -1.845, 3.034], [-5.932, -5.631, -0.577], [8.862, 3.225, 6.617], [3.223, 6.582, 1.578], [7.217, 5.697, 2.808], [5.139, 2.994, 0.196], [-3.476, -4.016, 0.403], [5.634, 3.127, 3.817], [1.735, 3.972, -2.982], [0.938, -0.328, -0.762], [-0.642, -2.516, -0.372], [1.208, -3.177, 1.291], [5.546, 0.572, 7.270], [-5.635, -4.149, 1.966], [5.084, -3.616, 0.022], [-11.132, 0.029, -4.396], [0.060, 2.187, -2.520], [-8.743, 0.418, -3.815], [-3.753, -1.725, -1.236], [1.133, -1.082, -2.510], [3.165, 4.493, 0.227], [-0.021, 6.393, 0.097], [-0.845, -2.567, -2.192], [-7.004, -2.936, 1.777], [2.210, -6.039, -6.297], [5.439, -5.168, 1.072], [-6.040, -0.551, 0.504], [-1.709, 4.613, 0.521], [6.755, 9.426, -1.336], [-2.943, -5.771, -2.059], [7.166, 3.585, 1.491], [-0.975, -6.738, -2.572], [1.271, -1.347, 1.284], [3.190, -1.888, 2.594], [2.919, -2.310, -1.141], [-3.888, -2.446, 1.937], [1.954, -4.315, -4.515], [3.997, -1.778, 0.882], [-1.396, 0.258, -0.842], [-5.080, -4.543, -1.842], [-1.884, -4.686, -0.964], [3.806, -4.189, 2.840], [4.044, 10.052, 1.931], [-0.762, -8.457, -4.360], [1.463, -3.400, -1.033], [-5.279, 0.178, 1.990], [2.933, -4.584, 1.248], [-3.992, 0.760, -0.287], [2.280, 8.805, 0.695], [6.277, 10.366, 0.904], [7.723, 1.498, 8.004], [1.693, 6.069, -1.663], [0.842, -8.103, -6.216], [-5.734, -2.436, -0.771], [-9.056, -2.372, -0.594], [-2.613, -2.045, 0.268], [4.989, 8.149, -2.543], [5.898, -3.483, 1.736], [-7.142, -3.535, -0.415], [-2.989, 0.253, 1.156], [-2.029, -0.529, -2.399], [-12.485, -1.548, -3.046], [-11.457, -2.746, -1.139]]}

{"formula": "C54H65BrN13O5", "method": "ωB97M-V/def2-TZVPD", "fmax_ev_per_a": 2.50, "charge": 1, "multiplicity": 1, "elements": ["Br", "O", "O", "O", "O", "O", "N", "N", "N", "N", "N", "N", "N", "N", "N", "N", "N", "N", "N", "C", "C", "C", "C", "C", "C", "C", "C", "C", "C", "C", "C", "C", "C", "C", "C", "C", "C", "C", "C", "C", "C", "C", "C", "C", "C", "C", "C", "C", "C", "C", "C", "C", "C", "C", "C", "C", "C", "C", "C", "C", "C", "C", "C", "C", "C", "C", "C", "C", "C", "C", "C", "C", "C", "H", "H", "H", "H", "H", "H", "H", "H", "H", "H", "H", "H", "H", "H", "H", "H", "H", "H", "H", "H", "H", "H", "H", "H", "H", "H", "H", "H", "H", "H", "H", "H", "H", "H", "H", "H", "H", "H", "H", "H", "H", "H", "H", "H", "H", "H", "H", "H", "H", "H", "H", "H", "H", "H", "H", "H", "H", "H", "H", "H", "H", "H", "H", "H", "H"], "coordinates": [[0.733, -2.278, 1.568], [1.686, -6.639, -2.086], [5.942, -2.411, 2.584], [4.230, -6.324, -0.519], [3.975, -3.082, 1.990], [3.514, -8.385, 0.141], [2.083, -5.558, -1.385], [4.690, -9.867, -1.977], [3.385, -10.172, 4.590], [-0.596, -8.610, -1.912], [-2.430, 4.443, -1.151], [-3.129, 11.300, -2.201], [0.547, 12.440, -0.631], [-5.286, 0.867, -1.591], [0.182, 2.870, -0.615], [-4.825, 4.062, 3.122], [5.100, -3.144, 2.891], [-3.360, 8.702, 0.064], [2.114, -3.525, -0.505], [2.495, -12.168, 4.231], [1.863, 12.231, -0.943], [2.239, -11.345, 3.102], [-3.166, 9.138, 1.350], [2.575, 13.323, -0.523], [-1.050, -9.497, -2.855], [3.317, -4.137, -0.122], [-2.295, -9.914, -2.473], [2.720, -5.988, 2.467], [-3.684, 12.204, -4.144], [-2.427, 8.192, 2.006], [3.254, -5.391, -0.671], [1.203, 4.838, -0.597], [2.803, -10.122, 3.352], [-4.002, 4.293, -2.707], [2.687, -5.630, 3.815], [0.481, 3.958, 0.166], [-6.262, -1.106, -1.853], [0.713, 3.046, -1.864], [1.553, -2.196, -0.214], [-5.264, 5.925, 4.236], [-2.662, 4.495, -2.498], [4.622, -7.410, 2.828], [3.674, -6.865, 1.936], [6.400, -9.531, -3.347], [-3.732, 11.052, -3.406], [-5.936, 3.809, 3.883], [3.773, -7.269, 0.479], [5.466, -8.903, -2.564], [-1.548, -8.454, -0.935], [-2.703, 12.602, -2.162], [-6.234, 4.946, 4.583], [-2.611, -9.252, -1.255], [1.427, -4.402, -1.227], [3.206, -11.418, 5.129], [0.410, 13.660, -0.024], [5.124, -11.102, -2.372], [-5.548, -0.329, -0.978], [-4.604, 4.119, -1.433], [-3.609, 4.220, -0.494], [-2.158, 7.148, 1.081], [4.418, -3.519, 0.704], [6.182, -10.927, -3.225], [2.304, 0.128, 0.588], [-2.745, 7.493, -0.108], [-3.030, 13.188, -3.354], [-5.819, 0.860, -2.850], [-6.434, -0.350, -3.043], [2.545, -1.017, -0.448], [-4.408, 5.351, 3.336], [3.640, -6.148, 4.698], [1.652, 14.230, 0.061], [4.582, -7.051, 4.175], [1.350, 4.259, -1.885], [1.919, -4.929, 4.154], [-6.621, -2.104, -1.662], [5.393, -8.117, 2.509], [3.604, -1.305, -0.399], [4.643, -11.997, -2.013], [-1.529, 4.553, -0.710], [-3.541, 5.745, 2.830], [1.866, 4.685, -2.730], [-4.074, 12.330, -5.141], [0.439, -4.193, -1.645], [-6.950, -0.659, -3.937], [6.739, -11.714, -3.708], [-0.346, 2.070, -0.317], [3.639, 13.458, -0.625], [3.869, -9.414, 5.033], [1.703, -11.620, 2.209], [-3.876, 9.193, -0.642], [2.177, 11.325, -1.434], [0.918, -6.397, -2.640], [-1.597, 6.246, 1.268], [2.671, -0.119, 1.593], [-4.780, 1.634, -1.180], [-4.386, 3.405, 2.505], [-2.914, -10.616, -3.007], [-6.415, 2.844, 3.859], [-3.572, 10.079, 1.684], [-5.203, 6.935, 4.606], [4.930, -2.749, 0.103], [-0.556, 14.014, 0.296], [-2.779, 6.985, -1.057], [-2.206, 12.995, -1.292], [-3.518, -9.352, -0.682], [0.590, 2.296, -2.628], [-1.855, 4.669, -3.190], [-0.202, 11.800, -0.820], [5.168, -4.322, 0.866], [3.923, -9.692, -1.353], [-4.141, 10.081, -3.632], [2.838, -9.226, 2.760], [-7.056, 5.065, 5.270], [3.597, -11.661, 6.103], [-0.447, -9.753, -3.711], [-2.110, 8.243, 3.035], [2.846, 1.043, 0.280], [1.978, -5.555, 1.785], [-1.383, -7.792, -0.100], [5.286, -7.858, -2.375], [3.624, -5.864, 5.752], [7.155, -9.042, -3.941], [-3.638, 4.152, 0.580], [-5.648, 3.940, -1.228], [2.192, -13.193, 4.367], [-4.495, 4.273, -3.665], [5.327, -7.472, 4.858], [0.153, 4.010, 1.192], [0.720, -2.057, -0.922], [-5.715, 1.714, -3.498], [1.240, 0.420, 0.591], [-5.205, -0.523, 0.025], [-2.824, 14.209, -3.631], [2.401, -0.540, -1.435], [0.292, -8.147, -1.931], [-3.016, 10.632, -1.461], [1.584, 5.791, -0.268], [1.875, 15.192, 0.492]]}

Number 1: E_tot -113459.0202 eV, HOMO energy -7.9836 eV, molar mass 1138.1 u. Number 2: E_tot -79479.2580 eV, HOMO energy -9.1919 eV, molar mass 875.1 u. Number 3: E_tot -156688.2416 eV, HOMO energy -9.2243 eV, molar mass 1056.1 u.